Run a
{
  "formula": "C4H6N2OS",
  "method": "ωB97M-V/def2-TZVPD",
  "species": ["C", "C", "N", "O", "N", "C", "C", "S", "H", "H", "H", "H", "H", "H"],
  "xyz": [[-0.75, 1.28, -1.00], [0.51, 0.74, -0.63], [1.69, 1.31, -0.77], [2.57, 0.44, -0.30], [1.99, -0.66, 0.13], [0.69, -0.54, 0.01], [-0.26, -1.50, 0.58], [-0.34, -1.21, 2.41], [-0.72, 1.76, -2.01], [-1.41, 0.48, -1.05], [-1.09, 2.17, -0.33], [-1.36, -1.20, 0.22], [-0.04, -2.63, 0.36], [-1.46, -0.46, 2.37]],
  "e_homo_ev": -9.6,
  "smiles": "Cc1nonc1CS",
  "molar_mass_g_mol": 130.2,
  "lumo_energy_ev": 0.54
}

Run b
{
  "formula": "C4H6N2OS",
  "method": "ωB97M-V/def2-TZVPD",
  "species": ["O", "C", "C", "S", "C", "N", "N", "C", "H", "H", "H", "H", "H", "H"],
  "xyz": [[2.14, -0.86, 0.11], [0.98, -1.06, -0.72], [-0.21, -0.17, -0.31], [-1.67, -0.31, -1.26], [-0.35, -0.33, 1.21], [0.08, 0.54, 1.98], [0.46, 1.64, 1.05], [0.26, 1.23, -0.14], [2.15, 0.14, 0.26], [0.72, -2.19, -0.69], [1.23, -0.86, -1.79], [-2.22, 0.86, -0.63], [-0.57, -1.30, 1.74], [0.40, 1.91, -0.96]],
  "e_homo_ev": -9.9,
  "smiles": "OCC1(S)C=NN=C1",
  "molar_mass_g_mol": 130.2,
  "lumo_energy_ev": 0.01
}

Run c
{
  "formula": "C4H6N2OS",
  "method": "ωB97M-V/def2-TZVPD",
  "species": ["N", "N", "C", "S", "C", "C", "O", "C", "H", "H", "H", "H", "H", "H"],
  "xyz": [[-2.83, 0.20, 0.01], [-1.82, -0.76, -0.10], [-0.65, -0.44, 0.18], [0.83, -1.46, 0.00], [2.10, -0.01, -0.03], [1.02, 0.96, -0.50], [0.45, 2.09, -0.03], [0.04, 0.83, 0.57], [-3.53, -0.12, -0.60], [-2.50, 1.17, -0.20], [2.99, -0.13, -0.63], [2.44, 0.22, 1.01], [0.72, 0.64, -1.50], [0.51, 0.84, 1.52]],
  "e_homo_ev": -8.6,
  "smiles": "N/N=C1/SC[C@@H]2O[C@@H]12",
  "molar_mass_g_mol": 130.2,
  "lumo_energy_ev": 0.75
}

Ranking the structures above by stability puts run b first and run c last.